[1]
Here is a molecular structure, C16H30GeN2O2Pt from the OMol25 dataset. Energies are from ωB97M-V/def2-TZVPD.

Kohn-Sham gap ... 0.290 Eh
LUMO energy ... 0.1 eV
2S+1 ... 1
HOMO energy ... -0.286 hartree
ΔE to the lowest compared entry with this formula, charge and spin ... 0.0000 eV
Largest force on an atom ... 0.8 eV/A
Energy ... -3083.87348 Eh

Last column: Mulliken charge in e.
Positions of all 52 atoms, in Å:
1 Pt 0.529 0.114 1.537  0.478
2 N 0.451 -0.187 3.653  -0.680
3 C 0.146 -1.585 4.088  -0.419
4 C -1.081 -2.223 3.409  0.382
5 O -1.683 -3.035 4.112  -0.750
6 O -1.269 -1.941 2.190  -0.556
7 H 1.332 0.098 4.066  0.293
8 H -0.254 0.427 4.050  0.336
9 H -0.018 -1.609 5.164  0.380
10 H 1.017 -2.196 3.853  0.218
11 C -3.604 2.759 1.569  -0.173
12 C -2.376 3.400 1.516  -0.683
13 C -1.227 2.635 1.532  -0.108
14 N -1.256 1.299 1.602  -0.199
15 C -2.441 0.672 1.656  -0.068
16 C -3.634 1.377 1.640  -0.885
17 H -4.523 3.331 1.557  0.387
18 H -2.302 4.477 1.461  0.411
19 H -0.244 3.085 1.480  0.407
20 H -2.389 -0.410 1.743  0.553
21 H -4.567 0.834 1.687  0.446
22 C 2.242 -1.077 1.341  -0.798
23 H 2.155 -2.025 1.863  0.443
24 H 3.179 -0.568 1.554  0.487
25 C -1.428 -0.680 -2.592  -0.316
26 C -1.244 -2.177 -2.815  -0.725
27 C 0.152 -2.688 -2.465  -0.530
28 C 0.498 -2.484 -0.983  -0.669
29 Ge 1.637 -1.005 -0.449  -0.133
30 C 2.818 -0.126 -1.719  -1.050
31 C 2.212 0.631 -2.905  -0.573
32 C 1.304 1.795 -2.499  0.191
33 C 1.992 2.826 -1.611  -1.364
34 H -2.442 -0.364 -2.840  0.462
35 H -0.740 -0.103 -3.215  0.110
36 H -1.252 -0.405 -1.548  -0.236
37 H -1.465 -2.420 -3.857  0.388
38 H -1.970 -2.723 -2.206  0.303
39 H 0.892 -2.214 -3.118  0.226
40 H 0.193 -3.755 -2.695  0.336
41 H 1.053 -3.336 -0.581  0.450
42 H -0.402 -2.413 -0.365  0.383
43 H 0.563 0.438 -0.106  -0.063
44 H 3.476 -0.935 -2.051  0.464
45 H 3.432 0.540 -1.111  0.462
46 H 1.654 -0.057 -3.544  0.190
47 H 3.027 1.024 -3.521  0.471
48 H 0.421 1.410 -1.981  -0.119
49 H 0.931 2.281 -3.403  0.453
50 H 2.217 2.422 -0.622  0.239
51 H 1.358 3.702 -1.466  0.383
52 H 2.931 3.166 -2.056  0.364


[2]
Here is a molecular structure, C16H30N6ORhS at a distorted geometry from the OMol25 dataset. Energies are from ωB97M-V/def2-TZVPD.

Kohn-Sham gap (spin up / spin down) ... 0.201 / 0.192 Eh
LUMO energy (spin up / spin down) ... -3.6 / -3.7 eV
2S+1 ... 1
HOMO energy (spin up / spin down) ... -0.332 / -0.329 hartree
ΔE to the lowest compared entry with this formula, charge and spin ... 3.0398 eV
Total charge ... +1
Largest force on an atom ... 2.8 eV/A
Energy ... -1539.82778 Eh

Last column: Mulliken charge in e.
Positions of all 55 atoms, in Å:
1 Rh 0.047 0.062 -0.275  -0.224
2 C 1.264 -2.140 -2.193  -0.434
3 C 0.781 -2.844 -0.921  -0.881
4 N -0.213 -2.063 -0.128  0.219
5 C -0.158 -2.363 1.343  -1.027
6 C 0.715 -1.341 2.042  -0.671
7 N 0.234 0.039 1.761  0.032
8 C 1.103 1.098 2.362  -0.946
9 C 2.201 1.592 1.428  -0.549
10 C 1.705 2.442 0.248  -0.815
11 N 0.439 2.001 -0.271  0.167
12 C 0.439 2.398 -2.510  -0.977
13 C 0.875 1.057 -2.929  -0.338
14 N -0.027 -0.003 -2.387  0.066
15 C 0.224 -1.355 -2.970  -0.948
16 H 1.680 -2.906 -2.852  0.527
17 H 2.085 -1.468 -1.947  0.157
18 H 1.633 -3.049 -0.280  0.314
19 H 0.313 -3.800 -1.174  0.497
20 H -1.129 -2.312 -0.491  0.443
21 H 0.209 -3.372 1.531  0.452
22 H -1.157 -2.324 1.774  0.317
23 H 1.729 -1.386 1.646  0.350
24 H 0.736 -1.536 3.117  0.599
25 H -0.707 0.155 2.126  0.331
26 H 1.552 0.670 3.262  0.402
27 H 0.463 1.924 2.670  0.375
28 H 2.766 0.733 1.064  0.100
29 H 2.892 2.200 2.020  0.563
30 H 2.496 2.401 -0.518  0.249
31 H 1.622 3.489 0.555  0.514
32 H -0.212 2.733 -0.509  0.398
33 H 1.163 3.139 -2.226  0.410
34 H -0.569 2.724 -2.741  0.427
35 H 1.876 0.835 -2.554  0.279
36 H 0.883 0.955 -4.023  0.539
37 H -0.978 0.255 -2.645  0.288
38 H 0.589 -1.222 -3.991  0.384
39 H -0.730 -1.885 -3.048  0.402
40 O 1.843 -0.447 -0.222  -0.904
41 N -6.652 2.601 -0.684  -0.265
42 C -6.313 1.384 -0.237  0.242
43 S -7.426 0.289 0.261  -0.353
44 C -4.839 1.077 -0.221  1.396
45 C -3.862 1.950 -0.687  -1.287
46 C -2.530 1.583 -0.634  -0.802
47 N -2.104 0.412 -0.146  0.523
48 C -3.048 -0.431 0.296  -0.438
49 C -4.396 -0.145 0.277  -0.856
50 H -7.630 2.842 -0.706  0.209
51 H -5.989 3.295 -0.976  0.134
52 H -4.088 2.921 -1.104  0.280
53 H -1.759 2.250 -1.014  0.440
54 H -2.718 -1.374 0.699  0.276
55 H -5.116 -0.861 0.647  0.412


[3]
Here is a molecular structure, C16H30N6S2Sc from the OMol25 dataset. Energies are from ωB97M-V/def2-TZVPD.

Kohn-Sham gap (spin up / spin down) ... 0.211 / 0.160 Eh
LUMO energy (spin up / spin down) ... -2.5 / -2.5 eV
2S+1 ... 1
HOMO energy (spin up / spin down) ... -0.301 / -0.251 hartree
ΔE to the lowest compared entry with this formula, charge and spin ... 2.4024 eV
Total charge ... +1
Largest force on an atom ... 0.8 eV/A
Energy ... -2513.09116 Eh

Last column: Mulliken charge in e.
Positions of all 55 atoms, in Å:
1 Sc 0.025 -0.505 0.072  0.076
2 C 0.935 -3.434 0.889  -0.633
3 C -0.564 -3.287 1.147  -0.834
4 N -1.260 -2.501 0.096  -0.083
5 C -1.278 -3.137 -1.242  -0.680
6 C -0.765 -2.214 -2.349  -0.811
7 N 0.492 -1.562 -1.963  0.059
8 C 1.664 -2.456 -1.890  -0.760
9 C 2.490 -2.233 -0.626  -0.800
10 N 1.631 -2.165 0.579  -0.060
11 H 1.095 -4.123 0.060  0.239
12 H 1.383 -3.912 1.762  0.459
13 H -0.734 -2.772 2.093  0.360
14 H -0.987 -4.294 1.221  0.460
15 H -2.208 -2.343 0.415  0.316
16 H -2.288 -3.464 -1.496  0.454
17 H -0.671 -4.042 -1.206  0.273
18 H -1.495 -1.427 -2.551  0.362
19 H -0.666 -2.812 -3.263  0.409
20 H 0.702 -0.776 -2.572  0.347
21 H 2.312 -2.322 -2.757  0.439
22 H 1.312 -3.487 -1.930  0.289
23 H 3.021 -1.284 -0.696  0.323
24 H 3.232 -3.035 -0.543  0.418
25 H 2.205 -1.896 1.370  0.336
26 S 1.971 1.400 -1.218  0.032
27 C 2.587 2.777 -2.129  0.374
28 N 1.705 3.424 -2.980  0.011
29 C 2.159 4.442 -3.815  -0.548
30 C 3.467 4.792 -3.812  -0.388
31 C 4.390 4.151 -2.951  -0.588
32 C 3.900 3.138 -2.101  -0.507
33 H 0.726 3.213 -2.917  0.183
34 H 1.414 4.904 -4.444  0.381
35 H 3.784 5.579 -4.482  0.354
36 H 5.430 4.435 -2.930  0.399
37 H 4.559 2.621 -1.417  0.363
38 C 0.263 1.669 -0.795  -1.213
39 H -0.358 1.835 -1.683  0.274
40 H 0.139 2.489 -0.086  0.519
41 C -2.126 0.596 5.298  -0.909
42 N -2.691 0.871 3.995  0.067
43 C -4.092 1.262 3.843  -0.624
44 C -4.214 1.497 2.331  -0.534
45 N -3.015 0.823 1.824  -0.060
46 C -2.127 0.605 2.823  0.423
47 S -0.521 0.097 2.600  -0.435
48 H -2.361 1.421 5.969  0.308
49 H -1.048 0.501 5.205  0.305
50 H -2.539 -0.328 5.709  0.332
51 H -4.298 2.157 4.427  0.384
52 H -4.746 0.460 4.193  0.312
53 H -4.199 2.560 2.085  0.304
54 H -5.115 1.051 1.918  0.305
55 H -2.629 1.041 0.918  0.220


[4]
Here is 8 unconnected molecules or ions with the total composition C16H30N7O16 from the OMol25 dataset. Energies are from ωB97M-V/def2-TZVPD.

Kohn-Sham gap ... 0.239 Eh
LUMO energy ... 1.5 eV
2S+1 ... 1
HOMO energy ... -0.184 hartree
Total charge ... -1
Largest force on an atom ... 1.0 eV/A
Energy ... -2214.23486 Eh

Last column: Mulliken charge in e.
Positions of all 69 atoms, in Å:
1 O -2.045 -0.853 1.592  -0.713
2 C -2.215 -2.071 1.415  0.457
3 O -3.138 -2.610 0.754  -0.753
4 C -1.223 -3.056 2.030  -0.686
5 C -0.166 -3.478 0.988  -0.798
6 C 0.524 -2.283 0.379  0.265
7 C 1.511 -1.638 1.107  -0.487
8 C 2.154 -0.530 0.576  -1.024
9 C 1.776 -0.071 -0.668  0.018
10 C 0.791 -0.705 -1.402  -0.851
11 C 0.154 -1.825 -0.874  0.162
12 H -0.713 -2.561 2.851  0.418
13 H -1.746 -3.937 2.394  0.414
14 H 0.581 -4.107 1.469  0.403
15 H -0.665 -4.070 0.226  0.129
16 H 1.757 -2.018 2.086  0.458
17 H 2.918 -0.034 1.151  0.686
18 H 2.252 0.804 -1.079  0.126
19 H 0.489 -0.329 -2.365  0.421
20 H -0.632 -2.333 -1.407  0.404
21 C 3.371 4.280 -2.869  -0.413
22 N 3.557 2.927 -2.293  0.908
23 O 3.444 1.961 -3.017  -0.541
24 O 3.794 2.878 -1.102  -0.524
25 H 3.151 4.185 -3.926  0.278
26 H 2.541 4.720 -2.333  0.024
27 H 4.287 4.841 -2.707  0.290
28 C -0.074 4.862 0.519  -0.706
29 N 0.660 4.930 -0.771  0.934
30 O 0.478 4.052 -1.583  -0.515
31 O 1.416 5.878 -0.931  -0.618
32 H -0.697 3.977 0.524  0.407
33 H 0.668 4.820 1.309  0.224
34 H -0.675 5.763 0.595  0.194
35 C 5.658 -1.949 0.049  -0.584
36 N 5.359 -2.887 1.167  0.899
37 O 6.254 -3.154 1.948  -0.579
38 O 4.230 -3.311 1.213  -0.492
39 H 6.695 -1.644 0.127  0.310
40 H 5.467 -2.480 -0.878  0.253
41 H 4.983 -1.104 0.148  0.193
42 C -3.523 -3.115 -2.945  -0.662
43 N -2.457 -3.731 -3.779  1.007
44 O -2.731 -4.031 -4.924  -0.621
45 O -1.376 -3.891 -3.257  -0.530
46 H -4.421 -3.041 -3.546  0.278
47 H -3.677 -3.757 -2.087  0.205
48 H -3.173 -2.136 -2.632  0.312
49 C -2.937 -5.956 0.202  -0.466
50 N -2.714 -6.467 -1.174  1.013
51 O -1.761 -7.181 -1.389  -0.576
52 O -3.520 -6.097 -2.007  -0.583
53 H -2.154 -6.331 0.850  0.297
54 H -2.913 -4.864 0.149  0.056
55 H -3.912 -6.307 0.527  0.288
56 C -5.114 0.795 0.818  -0.639
57 N -4.693 2.050 1.492  0.966
58 O -4.951 2.189 2.666  -0.559
59 O -4.125 2.881 0.807  -0.567
60 H -5.610 0.165 1.546  0.274
61 H -5.787 1.081 0.014  0.282
62 H -4.218 0.305 0.436  0.223
63 C 0.986 7.943 2.956  -0.698
64 N 1.624 6.649 3.324  0.890
65 O 2.832 6.621 3.416  -0.529
66 O 0.880 5.708 3.504  -0.502
67 H 1.766 8.684 2.827  0.305
68 H 0.439 7.782 2.032  0.238
69 H 0.312 8.213 3.762  0.310


[5]
Here is a molecular structure, C16H30O8P2Re at a distorted geometry from the OMol25 dataset. Energies are from ωB97M-V/def2-TZVPD.

Kohn-Sham gap (spin up / spin down) ... 0.292 / 0.266 Eh
LUMO energy (spin up / spin down) ... -8.7 / -9.1 eV
2S+1 ... 2
HOMO energy (spin up / spin down) ... -0.613 / -0.601 hartree
ΔE to the lowest compared entry with this formula, charge and spin ... 0.8569 eV
Total charge ... +2
Largest force on an atom ... 1.6 eV/A
Energy ... -1990.21453 Eh

Last column: Löwdin spin population.
Positions of all 57 atoms, in Å:
1 Re 0.211 -0.095 0.210  0.839
2 C 0.731 -4.148 -0.265  0.000
3 C 0.945 -2.768 0.274  -0.004
4 C 2.055 -1.980 -0.129  -0.009
5 C 2.809 -2.373 -1.354  -0.002
6 C 2.419 -0.833 0.613  0.011
7 C 3.637 -0.018 0.298  0.007
8 C 1.712 -0.512 1.822  0.018
9 C 2.249 0.483 2.805  0.001
10 C 0.544 -1.256 2.141  0.002
11 C -0.112 -1.027 3.468  -0.001
12 C 0.074 -2.276 1.256  0.000
13 C -1.239 -2.953 1.502  0.002
14 H -0.018 -4.230 -1.051  0.000
15 H 0.388 -4.787 0.549  0.000
16 H 1.662 -4.555 -0.653  0.000
17 H 3.682 -2.969 -1.068  -0.001
18 H 3.173 -1.506 -1.895  0.000
19 H 2.201 -2.970 -2.028  0.000
20 H 3.417 1.048 0.334  0.001
21 H 4.065 -0.250 -0.670  0.000
22 H 4.398 -0.219 1.056  0.001
23 H 2.879 -0.046 3.527  0.001
24 H 1.450 0.968 3.358  0.000
25 H 2.853 1.250 2.332  0.001
26 H 0.624 -1.240 4.246  0.000
27 H -0.960 -1.685 3.626  0.001
28 H -0.449 0.000 3.593  -0.001
29 H -1.122 -3.731 2.262  0.000
30 H -1.619 -3.421 0.598  0.000
31 H -1.981 -2.245 1.868  0.000
32 O 0.612 2.905 1.236  0.003
33 P -0.821 2.463 1.767  0.008
34 O -1.139 2.970 3.081  0.001
35 O -0.788 0.883 1.536  0.064
36 O -1.800 2.854 0.580  0.000
37 P -1.898 2.192 -0.843  0.003
38 O -1.406 3.276 -1.854  0.001
39 O -3.111 1.446 -1.105  0.000
40 O -0.558 1.244 -0.841  0.025
41 H 0.897 3.738 1.641  0.000
42 H -2.097 3.795 -2.292  0.000
43 C -2.047 -1.457 -1.944  0.001
44 C -0.631 -1.735 -2.362  0.001
45 O 0.394 -0.792 -1.820  0.007
46 C 0.751 0.191 -2.886  0.006
47 C 1.919 1.053 -2.490  0.009
48 H -2.678 -2.164 -2.488  0.000
49 H -2.387 -0.454 -2.196  0.000
50 H -2.228 -1.624 -0.886  0.001
51 H -0.535 -1.677 -3.442  0.000
52 H -0.286 -2.713 -2.048  0.000
53 H -0.146 0.771 -3.090  0.000
54 H 0.994 -0.420 -3.752  0.000
55 H 1.745 1.624 -1.577  0.005
56 H 2.075 1.784 -3.285  0.001
57 H 2.844 0.486 -2.401  0.000


[6]
Here is a molecular structure, C16H30O8P2Re from the OMol25 dataset. Energies are from ωB97M-V/def2-TZVPD.

Kohn-Sham gap (spin up / spin down) ... 0.313 / 0.266 Eh
LUMO energy (spin up / spin down) ... -8.2 / -9.2 eV
2S+1 ... 2
HOMO energy (spin up / spin down) ... -0.616 / -0.603 hartree
ΔE to the lowest compared entry with this formula, charge and spin ... 0.5251 eV
Total charge ... +2
Largest force on an atom ... 0.9 eV/A
Energy ... -1990.22672 Eh

Last column: Löwdin spin population.
Positions of all 57 atoms, in Å:
1 Re 0.417 -0.109 0.057  0.842
2 C -2.407 1.871 1.838  0.001
3 C -1.711 0.633 1.354  0.003
4 C -2.088 -0.007 0.130  -0.004
5 C -3.034 0.711 -0.791  -0.002
6 C -1.622 -1.302 -0.168  0.011
7 C -2.063 -2.073 -1.384  0.004
8 C -0.789 -1.965 0.778  0.010
9 C -0.414 -3.407 0.591  0.001
10 C -0.362 -1.304 1.949  -0.004
11 C 0.407 -2.049 3.003  -0.001
12 C -0.688 0.073 2.156  0.000
13 C -0.129 0.840 3.324  0.000
14 H -1.831 2.790 1.724  0.001
15 H -2.585 1.757 2.908  0.000
16 H -3.364 2.003 1.341  0.000
17 H -4.055 0.386 -0.567  -0.001
18 H -2.845 0.486 -1.834  0.000
19 H -2.989 1.788 -0.665  0.000
20 H -1.210 -2.463 -1.938  0.001
21 H -2.675 -1.490 -2.060  0.000
22 H -2.657 -2.927 -1.050  0.001
23 H -1.157 -4.022 1.107  0.001
24 H 0.557 -3.629 1.026  0.000
25 H -0.397 -3.704 -0.451  0.000
26 H -0.213 -2.888 3.328  -0.001
27 H 0.624 -1.439 3.871  0.001
28 H 1.347 -2.451 2.630  -0.001
29 H -0.680 0.601 4.237  0.000
30 H -0.202 1.913 3.158  0.000
31 H 0.917 0.591 3.490  0.000
32 O 2.245 -2.666 -1.041  0.003
33 P 3.019 -1.999 0.183  0.010
34 O 3.686 -2.868 1.123  0.000
35 O 1.880 -1.080 0.835  0.084
36 O 3.961 -0.883 -0.494  0.000
37 P 3.445 0.503 -1.124  0.001
38 O 3.682 0.373 -2.667  0.000
39 O 3.908 1.696 -0.447  0.000
40 O 1.843 0.320 -1.092  0.011
41 H 2.626 -3.528 -1.277  0.000
42 H 4.476 0.816 -3.005  0.000
43 C 1.152 3.180 0.121  -0.001
44 C -0.158 2.942 -0.588  0.003
45 O -0.279 1.581 -1.147  0.011
46 C 0.004 1.587 -2.602  0.006
47 C -0.239 0.262 -3.268  0.007
48 H 1.162 4.216 0.465  0.000
49 H 2.012 3.039 -0.529  0.000
50 H 1.278 2.537 1.003  0.000
51 H -0.282 3.623 -1.428  0.000
52 H -1.016 3.067 0.060  0.000
53 H 1.032 1.921 -2.730  0.000
54 H -0.672 2.340 -3.004  0.000
55 H 0.364 -0.547 -2.857  0.003
56 H 0.059 0.367 -4.313  0.001
57 H -1.291 -0.012 -3.267  0.000


The highest largest force on an atom belongs to which entry? C16H30N6ORhS


Which value of 2S+1 does entry 1 give? 1